[1]
CH3IOS2 | ωB97M-V/def2-TZVPD

Atoms and positions in Å:
C -1.0324 0.9877 -0.4360
O 1.3845 -2.9473 0.8223
S 1.0050 -1.6656 0.2564
S -0.8459 -0.0874 0.9957
I 2.8163 0.0419 0.5950
H -1.3014 1.9538 -0.0621
H -0.2213 1.1113 -1.1388
H -1.8049 0.6056 -1.0326

**Relative energy (zero: lowest compared OMol25 entry of this formula, charge and spin)**: 33.54 kcal per mole
**HOMO energy (spin up / spin down)**: -9.08 / -9.09 eV
**Strongest force on any atom**: 2.2 eV/Å
**Orbital gap (spin up / spin down)**: 7.160 / 7.164 eV
**Calculated total energy**: -32902.365 eV

Results of the Löwdin charge analysis, in e, for atoms 1 through 4: atom 1 (C): -0.515, atom 2 (O): -0.597, atom 3 (S): 0.283, atom 4 (S): 0.432

=====

[2]
CH3MgO2Yb | ωB97M-V/def2-TZVPD

Atoms and positions in Å:
O 1.1167 -2.1171 -0.5296
C 1.2705 -1.2066 0.4958
O 0.1567 -0.3281 0.4867
H 2.2201 -0.6329 0.4071
H 1.2707 -1.6963 1.4942
Mg -0.5129 -1.2642 -1.1797
Yb -0.2669 1.9338 0.5755
H -1.8418 -1.5258 -2.4414

**Net charge**: -1
**Relative energy (zero: lowest compared OMol25 entry of this formula, charge and spin)**: 0.00 kcal per mole
**HOMO energy**: -1.80 eV
**Strongest force on any atom**: 1.3 eV/Å
**Orbital gap**: 4.892 eV
**Calculated total energy**: -42154.946 eV

Results of the Löwdin charge analysis, in e, for atoms 1 through 4: atom 1 (O): -0.395, atom 2 (C): -0.617, atom 3 (O): -0.696, atom 4 (H): 0.086

=====

[3]
CH3N | ωB97M-V/def2-TZVPD

Atoms and positions in Å:
C -0.2632 -0.0488 -0.2803
N 0.1082 0.3491 0.8548
H -1.2944 0.1215 -0.5922
H 0.3683 -0.5580 -1.0104
H 1.0810 0.1362 1.0280

**Relative energy (zero: lowest compared OMol25 entry of this formula, charge and spin)**: 0.03 kcal per mole
**SMILES string**: C=N
**HOMO energy**: -10.21 eV
**Strongest force on any atom**: 0.4 eV/Å
**Orbital gap**: 11.489 eV
**Calculated total energy**: -2574.827 eV

Results of the Löwdin charge analysis, in e, for atoms 1 through 4: atom 1 (C): -0.156, atom 2 (N): 0.014, atom 3 (H): 0.054, atom 4 (H): 0.059

=====

[4]
CH3N2O | ωB97M-V/def2-TZVPD

Atoms and positions in Å:
C -0.3156 -0.1724 -0.1466
N -0.0941 -0.3165 -1.3935
N -0.3124 0.4833 0.9569
O -0.4289 -1.4618 -0.5340
H 1.8350 -0.0277 -1.6770
H -0.2736 1.4684 0.9699
H -0.4104 0.0268 1.8244

**Net charge**: +1
**Relative energy (zero: lowest compared OMol25 entry of this formula, charge and spin)**: 136.84 kcal per mole
**HOMO energy (spin up / spin down)**: -16.28 / -17.12 eV
**Strongest force on any atom**: 4.2 eV/Å
**Orbital gap (spin up / spin down)**: 8.165 / 10.857 eV
**Calculated total energy**: -6098.848 eV

Results of the Löwdin charge analysis, in e, for atoms 1 through 4: atom 1 (C): -0.410, atom 2 (N): 0.236, atom 3 (N): 0.339, atom 4 (O): 0.196

=====

[5]
CH3N2O2S | ωB97M-V/def2-TZVPD

Atoms and positions in Å:
C -0.4380 -1.1103 -0.0041
N -0.7888 0.2100 0.3223
N 0.6243 0.4641 -0.2607
O 0.0271 -3.5395 0.7234
O 1.6212 -1.6667 1.1470
S 0.2117 -2.1865 1.3125
H -0.8747 -1.5518 -0.9720
H -1.3753 0.4417 -0.5208
H 1.2637 0.2571 0.5387

**Net charge**: -1
**Relative energy (zero: lowest compared OMol25 entry of this formula, charge and spin)**: 94.33 kcal per mole
**HOMO energy**: -3.67 eV
**Strongest force on any atom**: 3.8 eV/Å
**Orbital gap**: 7.779 eV
**Calculated total energy**: -18993.206 eV

Results of the Löwdin charge analysis, in e, for atoms 1 through 4: atom 1 (C): -0.372, atom 2 (N): -0.206, atom 3 (N): -0.009, atom 4 (O): -0.591

=====

[6]
CH3N2O3S | ωB97M-V/def2-TZVPD

Atoms and positions in Å:
C 0.3524 0.4586 -0.5186
N 2.0745 -0.6139 0.3822
N 0.7682 -0.6148 -0.0687
O -2.7824 0.7687 0.7209
O -0.8399 0.6337 -0.9025
O -2.9141 -1.0151 -0.9022
S -2.1010 -0.3507 0.0827
H 1.0594 1.3756 -0.3515
H 1.9693 -1.1021 1.2117
H 2.4137 0.4599 0.3461

**Net charge**: -1
**Relative energy (zero: lowest compared OMol25 entry of this formula, charge and spin)**: 45.69 kcal per mole
**HOMO energy**: -4.19 eV
**Strongest force on any atom**: 4.1 eV/Å
**Orbital gap**: 8.277 eV
**Calculated total energy**: -21043.082 eV

Results of the Löwdin charge analysis, in e, for atoms 1 through 4: atom 1 (C): -0.506, atom 2 (N): -0.069, atom 3 (N): -0.104, atom 4 (O): -0.504

=====

[7]
CH3N2OP | ωB97M-V/def2-TZVPD

Atoms and positions in Å:
C -0.0975 -0.7246 0.6488
N -0.2299 0.7464 0.9643
N -0.2857 1.4612 -0.0002
P -0.1125 0.6354 -1.5559
O -0.1142 -0.7573 -0.7281
H 0.7684 -1.1519 1.0989
H -1.0820 -1.2446 0.8883
H 1.1534 1.0355 -1.3160

**Relative energy (zero: lowest compared OMol25 entry of this formula, charge and spin)**: 49.89 kcal per mole
**SMILES string**: C1N=NPO1
**HOMO energy**: -9.09 eV
**Strongest force on any atom**: 3.2 eV/Å
**Orbital gap**: 9.855 eV
**Calculated total energy**: -15400.086 eV

Results of the Löwdin charge analysis, in e, for atoms 1 through 4: atom 1 (C): -0.269, atom 2 (N): -0.060, atom 3 (N): -0.238, atom 4 (P): 0.876

=====

[8]
CH3N2OP | ωB97M-V/def2-TZVPD

Atoms and positions in Å:
C -0.1756 -1.2878 -0.6482
N -0.6195 -0.2914 -0.0382
N 1.8558 1.3088 1.5941
O -0.2280 2.4467 0.0357
P 0.6712 1.5377 0.7350
H 0.8754 -1.3076 -0.9093
H -0.7678 -2.1495 -0.9547
H -1.6114 -0.2569 0.1856

**Relative energy (zero: lowest compared OMol25 entry of this formula, charge and spin)**: 67.44 kcal per mole
**HOMO energy**: -10.03 eV
**Strongest force on any atom**: 1.4 eV/Å
**Orbital gap**: 9.431 eV
**Calculated total energy**: -15399.325 eV

Results of the Löwdin charge analysis, in e, for atoms 1 through 4: atom 1 (C): -0.048, atom 2 (N): -0.021, atom 3 (N): -0.316, atom 4 (O): -0.401

=====

- The lowest relative energy (zero: lowest compared OMol25 entry of this formula, charge and spin) belongs to which entry?
  CH3MgO2Yb